129
Properties=species:S:1:pos:R:3:forces:R:3:lowdin_charge:R:1 method="wB97M-V/def2-TZVPD" gap_ev=8.9 smiles=COCCNCCOC.COCCNCCOC.COCCNCCOC.COCCNCCOC.OCCO.OCCO.OCCO.O charge=0
C -0.163015 1.852307 -4.808944 -0.1 0.4 0.2 -0.120
O 1.198644 2.109848 -5.026848 0.5 0.1 0.1 -0.168
C 1.754307 3.057558 -4.119755 -0.4 0.0 -0.3 -0.197
C 1.940133 2.498143 -2.734734 0.5 -0.9 0.0 -0.208
N 3.035744 1.514346 -2.755792 -0.2 0.2 -0.3 -0.027
C 3.278156 0.954481 -1.454666 -0.3 -0.4 0.9 -0.225
C 4.230519 -0.217533 -1.486101 0.7 0.7 0.3 -0.209
O 3.659795 -1.256726 -2.244362 0.5 -0.5 -0.1 -0.224
C 4.267819 -2.533608 -2.046061 -1.0 -0.4 0.0 -0.056
H -0.349613 1.415273 -3.820671 0.0 0.0 -0.4 0.063
H -0.510971 1.173880 -5.583697 0.5 0.0 0.0 0.079
H -0.765982 2.772180 -4.887717 0.1 0.0 -0.1 0.107
H 1.109780 3.949886 -4.097769 0.1 0.0 0.0 0.110
H 2.733251 3.319546 -4.517950 0.0 0.1 -0.1 0.126
H 1.021121 2.016726 -2.367008 0.6 0.6 -0.3 0.071
H 2.217886 3.303501 -2.048083 -0.1 0.0 0.0 0.126
H 2.730985 0.765743 -3.374948 0.1 0.2 -0.1 0.094
H 2.353404 0.613524 -0.937207 0.1 0.0 -0.3 0.108
H 3.692300 1.707451 -0.771221 0.1 0.1 -0.2 0.125
H 4.462089 -0.533546 -0.462623 -0.4 -0.2 0.0 0.109
H 5.198802 0.112086 -1.903543 -0.2 -0.2 -0.3 0.135
H 3.716759 -3.082907 -1.268404 0.3 0.3 0.2 0.096
H 5.323024 -2.453429 -1.799566 0.1 0.0 0.0 0.091
H 4.110397 -3.136387 -2.943323 0.3 0.3 -0.2 0.086
C 1.035768 -1.223916 1.124337 -0.1 0.2 0.3 -0.071
O 2.380507 -0.968743 1.489644 0.3 -0.5 -0.2 -0.184
C 2.531053 0.278524 2.097067 -0.5 0.1 0.4 -0.265
C 3.951867 0.458810 2.556405 0.5 1.0 0.0 -0.198
N 4.083050 1.810908 3.100846 -0.6 -0.3 0.0 -0.074
C 5.259321 2.052960 3.902206 -0.3 -0.1 0.0 -0.221
C 5.190109 3.384747 4.606081 -0.1 -0.5 0.5 -0.260
O 5.523062 4.414013 3.722101 0.2 0.3 -0.3 -0.183
C 5.651018 5.650277 4.376736 -0.1 0.3 0.0 -0.121
H 0.831877 -0.771951 0.147217 -0.3 0.1 0.1 0.075
H 0.402496 -0.822823 1.922339 -0.3 0.1 -0.4 0.079
H 0.825543 -2.290179 1.066376 0.4 -0.1 0.0 0.080
H 1.877718 0.359951 2.983223 0.1 -0.1 -0.1 0.127
H 2.212971 1.108905 1.438967 0.2 -0.1 -0.1 0.115
H 4.668760 0.304042 1.735877 -0.1 -0.3 0.0 0.113
H 4.174685 -0.234163 3.368049 0.0 -0.2 -0.1 0.124
H 3.908205 2.513616 2.395878 0.3 0.1 0.0 0.111
H 6.203680 1.981129 3.341350 0.0 0.0 0.1 0.126
H 5.237878 1.280525 4.676631 0.3 0.0 0.0 0.121
H 5.865805 3.336960 5.476013 0.1 0.3 -0.2 0.124
H 4.171547 3.524829 4.996366 0.0 0.0 0.0 0.128
H 5.829400 6.424124 3.631812 0.1 -0.1 -0.1 0.086
H 6.490287 5.644454 5.082950 -0.1 0.0 0.0 0.089
H 4.729915 5.923178 4.911018 0.1 -0.1 0.1 0.089
C -6.114587 4.143597 4.668616 -0.3 0.6 -0.2 -0.137
O -5.388858 2.957078 4.669175 0.0 -0.3 0.2 -0.184
C -4.924720 2.604122 3.387610 -0.4 0.4 -0.4 -0.236
C -4.437054 1.179259 3.414798 0.3 -0.2 0.4 -0.203
N -3.005112 1.034986 3.643048 -0.3 -0.1 0.2 -0.051
C -2.178413 1.230526 2.473497 -0.2 0.3 -0.1 -0.204
C -2.385316 0.244694 1.345393 -0.1 -0.1 0.0 -0.242
O -2.145946 -1.036467 1.848952 0.4 -0.7 0.4 -0.197
C -2.482678 -2.070291 0.954655 -1.6 0.4 -0.3 -0.082
H -6.597732 4.247345 5.637324 0.1 0.1 0.1 0.087
H -6.908254 4.155622 3.902733 0.1 -0.2 0.1 0.087
H -5.478754 5.019329 4.468283 0.0 -0.1 0.1 0.089
H -4.180551 3.343710 3.055363 0.1 -0.2 0.0 0.123
H -5.769336 2.660333 2.681805 0.0 0.1 0.0 0.120
H -4.801546 0.668687 2.515485 0.1 -0.1 0.0 0.108
H -4.921252 0.743419 4.292427 -0.2 -0.2 -0.2 0.127
H -2.842834 0.119237 4.040839 0.2 0.0 -0.1 0.101
H -1.135778 1.196712 2.796857 0.0 0.2 -0.1 0.114
H -2.435370 2.222584 2.077052 0.4 0.0 0.0 0.110
H -1.688073 0.448410 0.532094 0.0 0.2 -0.3 0.109
H -3.418075 0.301540 0.969321 0.1 0.0 -0.2 0.116
H -1.942435 -2.081272 0.004829 0.6 0.0 0.3 0.076
H -3.530053 -1.895408 0.634472 0.1 -0.2 0.1 0.096
H -2.485742 -3.013464 1.490105 0.4 -0.1 0.0 0.070
C -4.042482 -3.754267 4.188568 -0.4 -0.1 0.6 -0.113
O -2.911645 -4.295726 3.575680 0.6 0.0 0.3 -0.207
C -2.581981 -5.591938 4.036061 -0.1 -0.4 -0.3 -0.231
C -1.172507 -5.923050 3.584488 -0.7 0.4 -0.3 -0.215
N -1.122122 -5.964920 2.135879 0.5 0.3 -0.5 -0.052
C 0.237111 -6.009514 1.599870 0.2 -1.0 0.5 -0.223
C 0.221513 -5.705656 0.133200 0.4 0.0 0.0 -0.243
O 0.052149 -4.313597 -0.002026 -0.3 0.0 -0.6 -0.216
C -0.198050 -3.923890 -1.348894 0.8 -0.3 0.5 -0.087
H -4.957197 -4.257946 3.848135 0.0 0.3 -0.1 0.093
H -4.057230 -2.684126 3.997543 -0.2 0.0 -0.3 0.081
H -4.020966 -3.873777 5.284727 0.2 0.0 -0.1 0.089
H -3.298268 -6.306216 3.599298 0.1 0.0 0.1 0.129
H -2.630756 -5.692309 5.130387 -0.1 0.3 -0.1 0.122
H -0.930854 -6.916485 3.963691 0.3 0.1 0.2 0.122
H -0.515519 -5.138115 3.990023 0.2 -0.3 0.2 0.125
H -1.527565 -5.115387 1.750712 -0.2 0.0 0.3 0.091
H 0.665503 -7.015520 1.739667 -0.3 0.1 0.0 0.122
H 0.953200 -5.351863 2.119054 -0.2 0.3 -0.1 0.123
H -0.592898 -6.257997 -0.351788 -0.1 0.1 0.0 0.127
H 1.167922 -6.027774 -0.324273 0.0 0.1 -0.1 0.125
H 0.674325 -4.119217 -1.989235 0.1 -0.1 0.2 0.074
H -0.324354 -2.846024 -1.298002 -0.5 0.0 -0.4 0.070
H -1.016281 -4.512608 -1.774048 -0.3 0.5 0.0 0.099
O -4.705528 1.164247 -6.278752 0.1 0.1 0.2 -0.060
C -4.107227 0.120331 -5.525413 -0.3 -0.9 -0.4 -0.259
C -2.939883 0.653531 -4.754933 0.5 0.0 0.3 -0.269
O -2.551575 -0.366180 -3.840571 0.0 0.4 -0.2 -0.079
H -5.473934 0.820041 -6.739441 0.0 0.0 0.0 0.081
H -4.793577 -0.390510 -4.837322 -0.2 0.5 0.1 0.121
H -3.771592 -0.700843 -6.179214 0.2 0.3 -0.1 0.122
H -3.197553 1.587434 -4.237676 -0.2 -0.1 0.0 0.128
H -2.101272 0.902058 -5.420618 -0.8 -0.2 0.0 0.075
H -1.835064 -0.005809 -3.282335 -0.1 -0.4 0.1 0.022
O 2.899233 -2.352814 -5.604841 0.1 0.0 -0.1 -0.054
C 1.487175 -2.185407 -5.652524 -0.1 0.8 -0.1 -0.234
C 0.936157 -2.256754 -4.258364 0.5 -0.5 0.2 -0.224
O 1.325449 -1.122319 -3.500701 -0.1 0.0 -0.1 -0.102
H 3.301762 -1.553597 -5.951044 0.1 0.0 0.0 0.089
H 1.247557 -1.177863 -6.016583 -0.1 -0.2 -0.3 0.126
H 1.033721 -2.934245 -6.302198 0.0 -0.1 0.0 0.120
H 1.383851 -3.151367 -3.802778 -0.4 0.0 0.0 0.109
H -0.151495 -2.330775 -4.279837 0.0 0.1 0.2 0.130
H 2.263915 -1.214944 -3.242529 -0.2 -0.1 0.1 0.053
O -0.285983 2.765050 -1.002820 -0.3 0.0 0.4 -0.116
C -1.323003 3.679046 -1.297251 -0.3 0.5 0.0 -0.211
C -0.768161 5.065038 -1.617166 -0.6 0.0 0.1 -0.229
O -1.863407 5.862879 -2.082746 0.4 -0.3 0.2 -0.057
H 0.264049 3.101896 -0.287223 -0.1 0.0 0.0 0.108
H -1.856785 3.303608 -2.170088 0.0 -0.1 0.0 0.126
H -2.033944 3.758597 -0.467934 0.0 0.0 -0.1 0.123
H 0.007968 4.976007 -2.384172 0.0 0.1 0.1 0.104
H -0.357184 5.486170 -0.689668 0.2 0.0 -0.2 0.126
H -1.647583 6.788965 -1.948443 0.0 0.0 -0.1 0.085
O -0.552678 0.143734 -2.061772 0.1 0.2 0.6 -0.081
H -0.238817 0.988348 -1.697881 -0.5 -0.2 0.2 0.005
H 0.251012 -0.312493 -2.367155 0.0 -0.3 -0.4 0.016

127
Properties=species:S:1:pos:R:3:forces:R:3:lowdin_charge:R:1 method="wB97M-V/def2-TZVPD" gap_ev=7.6 charge=0
N -3.407315 -0.610337 2.595918 0.5 2.6 1.9 0.230
H -2.485242 -1.119747 2.774514 -1.1 0.5 -1.0 0.116
H -3.244578 0.355443 3.179554 -0.8 -2.6 -1.5 0.165
H -4.261877 -1.111632 3.010493 1.7 1.0 -1.1 0.138
H -3.495078 -0.270034 1.579760 0.4 -1.3 1.2 0.116
O -1.138743 -0.674694 0.730844 -3.1 -3.2 1.0 -0.365
H -0.601267 0.012590 0.526693 2.6 3.3 -1.2 -0.165
C -5.219730 -5.566019 0.916339 5.2 -3.0 -3.3 -0.100
O -3.827069 -5.146752 0.972476 -2.7 3.2 0.4 -0.191
C -3.719873 -3.625746 0.955386 7.7 -6.3 -5.4 -0.108
C -3.846717 -3.163372 -0.527853 -4.5 3.8 4.7 -0.169
N -3.639745 -1.710250 -0.559721 2.8 -1.1 1.8 -0.063
C -3.953224 -1.092581 -1.771592 2.1 5.4 4.9 -0.220
C -3.385692 0.381996 -1.639298 0.9 -0.3 3.3 -0.231
O -3.757101 1.279983 -2.645264 0.9 -1.7 -1.5 -0.146
C -2.929414 0.973861 -3.798218 -1.8 -0.2 2.1 -0.070
H -4.961859 -6.588614 0.666353 -0.7 -0.9 0.6 0.097
H -5.842016 -5.397983 0.107225 -0.6 1.8 -2.3 0.058
H -5.820897 -5.538366 1.687831 -2.2 0.6 4.9 0.028
H -2.548784 -3.712893 1.235400 -2.7 1.7 -0.2 0.158
H -4.364216 -3.169137 1.487567 -4.3 3.0 4.5 0.023
H -4.830254 -3.357080 -0.944893 -0.4 -0.3 0.2 0.126
H -3.202763 -3.670627 -1.004719 4.9 -3.7 -4.0 0.043
H -2.555142 -1.578499 -0.494641 -2.1 0.1 0.8 0.109
H -4.875868 -0.884931 -1.989100 -5.9 0.3 -0.8 0.076
H -3.522198 -1.474117 -2.514920 3.5 -3.5 -6.4 0.047
H -2.222511 0.289412 -1.320170 -2.2 0.5 -1.3 0.144
H -3.833538 0.837237 -0.690630 0.4 -0.8 -1.0 0.120
H -2.823316 0.044055 -4.263416 -0.7 -2.8 0.6 0.079
H -1.993892 1.181608 -3.502296 3.6 1.4 0.6 0.036
H -3.268246 1.433339 -4.619143 -1.2 3.1 -2.6 0.055
C -5.485009 0.445547 5.540116 -0.3 -0.1 -4.3 -0.033
O -4.588125 1.543172 4.971110 -0.6 -3.7 1.7 -0.173
C -5.268484 2.383441 4.091236 4.7 4.4 5.1 -0.224
C -4.271923 3.366845 3.475221 2.6 -4.0 0.2 -0.144
N -3.755989 2.968083 2.138828 -1.3 -1.0 2.1 -0.011
C -2.697099 3.752393 1.606404 -0.4 -4.1 -2.0 -0.190
C -2.141708 3.057862 0.379104 2.8 2.0 1.5 -0.172
O -1.165560 3.829519 -0.301761 -1.0 2.7 1.7 -0.191
C -0.578378 3.245134 -1.374584 1.6 -3.1 -0.2 -0.150
H -5.901508 -0.349982 4.743864 1.3 1.8 0.8 0.111
H -6.409403 0.848759 5.825454 -1.1 1.1 0.9 0.052
H -5.122831 -0.212667 6.276140 1.4 0.1 1.1 0.059
H -5.986983 2.944498 4.629204 -1.0 0.7 0.7 0.123
H -5.700345 1.931971 3.402234 -4.0 -4.6 -6.4 0.042
H -3.451676 3.580861 4.120647 0.9 -0.6 0.9 0.125
H -4.695857 4.246702 3.495692 -2.7 4.9 -0.7 0.066
H -4.569194 3.213727 1.657681 -1.3 -0.2 -2.0 0.095
H -2.152239 4.112987 2.345940 4.3 -0.4 3.9 0.079
H -2.918785 4.688773 1.440003 -2.7 5.2 -2.6 0.083
H -2.849152 2.903932 -0.302044 -3.8 -0.6 -2.6 0.072
H -1.761690 2.101033 0.567158 0.9 -1.7 0.8 0.073
H 0.428791 3.760990 -1.564559 -1.8 -0.4 -0.3 0.110
H -1.278236 3.034815 -2.318517 1.5 0.6 1.9 0.128
H -0.252271 2.247605 -0.844059 -0.2 0.7 -2.1 0.098
C 1.164037 3.179781 2.811848 3.2 0.9 3.7 -0.100
O 0.747182 2.484852 3.976942 0.9 -0.1 -0.7 -0.152
C -0.011423 1.358491 3.640143 -1.7 0.4 -2.5 -0.243
C 0.903605 0.156395 3.309166 1.8 3.5 1.9 -0.256
N 0.078593 -0.982496 3.133273 4.6 -2.0 5.5 -0.032
C 1.020310 -2.154352 3.035830 -1.6 1.0 -3.4 -0.184
C 0.200038 -3.369391 3.066757 2.2 -3.4 -4.8 -0.134
O 1.169065 -4.604244 2.820403 -2.9 1.1 1.2 -0.234
C 0.396445 -5.821301 2.529523 -1.3 2.1 0.3 -0.120
H 0.437809 3.797325 2.633933 -4.2 4.4 -0.8 0.021
H 1.192010 2.768774 1.925971 0.2 -4.1 -4.3 0.024
H 2.104761 3.773792 2.732918 -0.3 -0.6 1.6 0.122
H -0.908219 1.595205 2.682783 2.7 -0.6 2.4 0.177
H -0.645946 1.159235 4.491393 0.0 -0.4 0.3 0.101
H 1.597466 0.148753 4.233531 -1.2 -0.6 -1.1 0.144
H 1.704850 0.530172 2.517567 -1.8 -1.2 0.6 0.154
H -0.271543 -0.792789 2.303989 -2.9 0.0 -5.8 -0.058
H 1.911555 -2.089198 3.576260 0.7 0.0 2.2 0.105
H 1.499405 -2.149975 2.049728 -0.2 0.2 -0.5 0.116
H -0.589797 -3.462151 2.230625 1.5 0.6 0.5 0.112
H -0.415599 -3.373372 3.849335 -1.8 -1.0 4.2 0.060
H 1.134103 -6.618715 2.383885 -0.4 0.2 0.0 0.074
H -0.212288 -5.554047 1.593923 0.8 -0.9 1.0 0.075
H -0.391507 -6.065267 3.363148 1.6 0.3 -1.3 0.105
C 9.131885 -2.141373 1.795550 -2.7 -2.0 2.8 -0.126
O 7.983999 -1.714673 1.146166 -0.3 2.9 -0.2 -0.223
C 7.019776 -2.670610 0.942884 1.2 -3.0 2.5 -0.282
C 5.765519 -2.227491 0.268268 -3.6 0.1 1.0 -0.191
N 4.648589 -3.304526 0.155875 2.0 0.0 -1.3 -0.065
C 3.567776 -2.719220 -0.736627 1.7 -2.3 0.4 -0.220
C 2.549248 -3.809528 -0.868961 -0.4 -0.1 4.2 -0.297
O 1.601799 -3.429525 -1.769221 -0.8 -0.6 -1.2 -0.191
C 0.345524 -3.150468 -1.212690 -2.1 -1.2 -0.3 -0.116
H 9.406168 -3.106664 1.354976 0.7 0.1 0.2 0.084
H 8.891173 -2.302313 2.986644 0.6 0.1 -2.6 0.137
H 9.799938 -1.355388 1.745364 1.8 1.2 -0.3 0.055
H 6.964713 -3.249463 2.048797 -0.8 1.1 -2.9 0.178
H 7.554363 -3.340001 0.253887 -0.6 -1.0 0.0 0.113
H 5.959648 -1.698929 -0.664782 0.4 -0.4 -0.4 0.111
H 5.084547 -1.520638 0.819156 1.6 0.0 0.1 0.124
H 5.032169 -4.243333 -0.261400 -1.0 2.5 0.6 0.138
H 3.967746 -2.556484 -1.739983 0.0 0.4 -0.2 0.122
H 3.114782 -1.812873 -0.383329 0.2 0.4 0.7 0.085
H 2.092343 -4.089869 0.199956 0.6 1.1 -1.9 0.152
H 3.085413 -4.727188 -1.003994 0.1 -0.9 -1.4 0.102
H -0.370973 -3.170483 -2.109045 0.8 0.3 1.3 0.099
H 0.314626 -2.152932 -0.711344 -0.2 -0.9 0.0 0.069
H -0.031488 -4.047639 -0.524110 0.9 2.0 -1.0 0.113
C 3.987001 6.425481 -7.629538 -3.9 -2.2 2.0 -0.049
O 3.072834 6.739008 -6.519168 -1.6 0.0 -1.0 -0.195
C 2.719246 5.669527 -5.601552 5.8 -0.3 -0.7 -0.186
C 2.366254 4.401844 -6.336869 -1.8 -2.9 1.2 -0.218
N 1.754289 3.419148 -5.408171 1.1 -0.1 3.5 -0.101
C 2.734732 2.703815 -4.496152 0.5 4.1 2.0 -0.199
C 1.978312 1.736303 -3.567526 1.2 0.4 1.6 -0.137
O 2.888535 1.327545 -2.405869 -1.7 2.2 -4.8 -0.186
C 2.269187 0.367867 -1.656652 3.9 2.2 3.5 -0.157
H 4.136039 7.141265 -8.306280 -0.3 3.8 -2.1 0.046
H 3.827760 5.559960 -8.248514 -0.7 -0.9 0.3 0.086
H 4.793276 6.354975 -7.083879 5.2 -1.0 2.0 0.035
H 2.099344 6.048240 -4.811515 -1.0 0.0 -0.3 0.116
H 3.767240 5.426863 -4.999478 -2.2 0.4 -1.2 0.154
H 3.073132 3.722283 -6.844979 0.8 1.7 -0.4 0.124
H 1.483586 4.494451 -6.924584 -0.2 1.0 -1.4 0.112
H 1.559921 2.554302 -5.786009 -1.8 -1.4 -3.0 0.053
H 3.125659 3.658965 -3.866195 -0.3 -2.8 -0.8 0.148
H 3.572529 2.295415 -5.077293 -0.1 -0.2 0.3 0.112
H 1.568914 0.808269 -4.031267 0.4 0.6 0.1 0.130
H 1.149211 2.326622 -3.121177 0.3 -0.5 -0.3 0.089
H 3.165542 0.262623 -1.014698 -0.6 -0.8 0.9 0.103
H 2.203406 -0.557128 -2.040373 -1.3 -3.2 -2.0 0.042
H 1.561676 0.766377 -0.988163 -1.8 0.1 0.4 0.067

LUMO energy
In order: 0.29, -0.15
Unit: eV
Relative energy (zero: lowest compared OMol25 entry of this formula, charge and spin)
In order: 0.0, 100.2
Unit: kcal per mole
M
In order: 736.98, 701.00
Unit: g mol⁻¹